ORCA calculation (ωB97M-V/def2-TZVPD) on an isolated molecule of C27H34N4O2.

The geometry in XYZ format:
```
67
Properties=species:S:1:pos:R:3:forces:R:3
C -1.930952 -4.755349 -0.471405 -0.22 0.10 0.14
H -2.082103 -4.693226 -1.547447 0.01 -0.03 -0.12
H -1.039832 -4.190567 -0.211051 0.10 0.04 0.02
H -1.775366 -5.796443 -0.202195 0.06 -0.14 -0.02
C -3.131607 -4.195373 0.285685 0.28 -0.14 0.14
N -3.377470 -2.801826 -0.049025 0.00 -0.31 -0.02
C -2.839044 -1.854912 0.758778 -0.28 0.26 -0.25
O -2.153287 -2.160600 1.718103 0.28 0.03 0.30
C -3.074381 -0.390661 0.404685 0.34 -0.09 0.34
H -4.008112 -0.251398 -0.144031 -0.01 -0.02 -0.06
C -1.894793 0.092641 -0.448824 -0.20 0.26 -0.10
C -2.018993 1.598745 -0.720710 0.09 -0.14 -0.15
N -2.137142 2.406631 0.475300 -0.10 0.13 0.06
C -3.222181 1.937149 1.311644 -0.10 -0.17 0.16
C -3.129989 0.453318 1.680384 -0.10 0.15 -0.17
H -3.995755 0.166909 2.280663 0.01 -0.02 0.08
H -2.234755 0.261625 2.273184 -0.03 -0.05 0.03
H -4.151964 2.110273 0.755754 -0.04 0.02 0.08
H -3.253713 2.549187 2.215972 -0.06 0.01 -0.04
C -0.874503 2.622768 1.166853 -0.02 0.10 0.00
C -0.023643 3.569107 0.380874 0.18 0.14 -0.04
C -0.427306 4.797560 -0.099978 0.11 -0.28 0.04
N 0.640760 5.371688 -0.686432 -0.34 -0.37 0.38
N 1.716176 4.600455 -0.605986 0.76 -0.12 -0.24
C 1.345046 3.492282 0.028260 -0.60 0.48 -0.07
C 2.317051 2.434239 0.290127 0.27 -0.14 0.03
C 2.009350 1.091466 0.094683 0.08 0.20 0.02
C 2.941383 0.104114 0.348525 0.22 -0.24 0.15
C 4.213376 0.450696 0.790570 -0.33 0.36 -0.08
C 4.535509 1.791396 0.978893 0.17 -0.37 -0.03
C 3.596129 2.769587 0.729397 -0.18 -0.08 -0.04
H 3.843085 3.810566 0.867719 0.03 0.10 0.03
H 5.525810 2.044115 1.325060 0.11 0.02 0.03
O 5.166510 -0.477733 1.127254 0.08 0.08 0.17
C 5.289857 -1.636510 0.410772 0.13 -0.46 -0.26
C 5.019974 -1.723275 -0.951288 0.01 0.29 0.14
C 5.232344 -2.916465 -1.617182 0.01 -0.07 0.00
C 5.718468 -4.023103 -0.942453 0.02 -0.12 -0.08
C 6.002307 -3.930230 0.410182 -0.01 -0.03 -0.05
C 5.789955 -2.745418 1.087805 -0.13 0.33 0.06
H 6.007375 -2.655621 2.140735 0.01 0.02 0.12
H 6.388222 -4.786943 0.942509 0.03 -0.06 0.05
H 5.880626 -4.951355 -1.469162 0.01 -0.07 -0.04
H 5.020862 -2.976893 -2.674789 -0.01 0.00 -0.08
H 4.656415 -0.856351 -1.483847 -0.02 0.03 -0.03
H 2.684149 -0.936141 0.208845 -0.01 -0.04 -0.02
H 1.037762 0.812691 -0.283029 -0.13 -0.02 -0.02
C 0.704490 6.645754 -1.340505 0.01 0.42 -0.21
H 0.014016 6.680500 -2.185601 0.06 0.00 0.03
H 0.453885 7.449288 -0.644924 0.04 -0.03 -0.04
H 1.722612 6.782004 -1.699081 -0.08 -0.01 0.03
H -1.385981 5.272917 -0.064243 -0.23 0.13 -0.02
H -0.315772 1.699527 1.375251 -0.03 0.06 0.08
H -1.109036 3.087564 2.130918 0.01 -0.16 -0.02
H -2.916254 1.777963 -1.325053 0.05 -0.03 -0.08
H -1.154070 1.952340 -1.287724 -0.08 0.01 -0.07
H -0.972837 -0.118611 0.096197 0.04 -0.07 0.01
H -1.853045 -0.447154 -1.398008 0.06 -0.03 -0.03
C -4.207847 -2.559076 -1.208952 -0.35 0.22 0.01
H -4.057998 -3.390526 -1.903054 0.07 0.11 0.00
C -5.691556 -2.465807 -0.848518 0.26 -0.03 -0.15
H -5.869714 -1.645206 -0.158062 -0.03 0.09 0.06
H -6.025478 -3.385132 -0.373861 -0.06 -0.09 0.05
H -6.283424 -2.303699 -1.745704 -0.14 0.01 -0.08
H -3.887407 -1.649601 -1.719683 0.02 -0.09 -0.03
H -4.031113 -4.774101 0.061367 -0.01 0.04 0.03
H -2.935066 -4.241786 1.358878 -0.13 -0.07 -0.15
```
Positions in Å, forces in eV/Å.

**Relative energy (zero: lowest compared OMol25 entry of this formula, charge and spin)**: 21.1 kcal per mole
**LUMO energy**: 0.72 eV
**SMILES string**: CCN(CC)C(=O)C1CCN(Cc2cn(C)nc2-c2ccc(Oc3ccccc3)cc2)CC1
**Orbital gap**: 8.65 eV
**2S+1**: 1
**Total charge**: 0

=====

ORCA calculation (ωB97M-V/def2-TZVPD) on C27H34N5S3SiTc as an isolated structure.

The geometry in XYZ format:
```
71
Properties=species:S:1:pos:R:3:forces:R:3
Tc -0.466719 -0.104750 -0.308949 -0.09 -0.37 0.30
C 1.846291 1.195783 1.434081 -0.05 0.13 0.10
N 0.410688 0.861054 1.565669 0.10 0.16 0.00
C 0.301957 -0.206328 2.613354 -0.05 0.03 0.03
C -0.916336 -1.095656 2.454890 -0.04 0.03 -0.02
N -0.924360 -1.749770 1.112483 0.07 0.17 -0.01
C 0.053508 -2.874226 1.117637 -0.03 -0.03 -0.07
C -2.226557 -2.336158 0.779473 -0.01 0.05 0.04
C -2.950456 -3.051004 1.719444 -0.04 0.02 -0.08
C -4.146967 -3.651750 1.355033 0.00 0.00 0.03
C -4.606568 -3.552342 0.050052 0.03 0.01 -0.01
C -3.875496 -2.846509 -0.890481 -0.01 0.00 0.04
C -2.682755 -2.225336 -0.530284 -0.05 -0.01 -0.09
S -1.791005 -1.276694 -1.722183 -0.05 -0.07 -0.03
C -0.367865 2.035478 1.972938 -0.05 -0.16 -0.02
C 0.158882 2.993101 2.827384 -0.10 0.06 0.01
C -0.614473 4.077269 3.218669 -0.01 -0.04 -0.04
C -1.920498 4.198756 2.767150 0.05 0.03 0.04
C -2.448805 3.241644 1.920923 0.01 -0.08 -0.05
C -1.677589 2.154483 1.512915 -0.09 0.12 0.00
S -2.374547 0.951734 0.424601 0.37 -0.05 -0.06
H 2.283999 1.443130 2.403871 0.03 -0.01 -0.02
H 2.358045 0.328513 1.032359 0.05 0.00 0.03
H 1.961351 2.028677 0.745737 0.01 -0.04 0.04
H 1.218729 -0.792822 2.553944 -0.05 -0.07 -0.02
H 0.280791 0.265645 3.600552 0.02 -0.07 -0.02
H -0.899976 -1.855461 3.241011 0.02 0.04 0.03
H -1.837205 -0.520588 2.549038 0.06 -0.05 0.04
H -0.230678 -3.587807 1.894035 0.04 -0.03 -0.03
H 0.031958 -3.360766 0.145056 0.03 -0.01 0.01
H 1.055913 -2.496770 1.290822 0.03 -0.02 0.04
H -2.594745 -3.146489 2.735680 0.01 -0.01 0.04
H -4.715644 -4.200340 2.092769 -0.01 0.00 0.01
H -5.538850 -4.018959 -0.233778 -0.03 -0.02 -0.01
H -4.231107 -2.751281 -1.907246 -0.01 0.00 -0.03
H 1.170926 2.910240 3.192777 0.03 0.02 0.03
H -0.192238 4.823712 3.875271 0.02 0.03 0.03
H -2.526164 5.040611 3.069812 -0.01 0.04 0.01
H -3.462062 3.331597 1.555371 -0.05 0.00 -0.02
C 5.909371 -2.750641 0.249653 -0.07 0.02 0.01
Si 4.655659 -2.622173 -1.133247 0.01 -0.02 0.02
C 3.299220 -3.857507 -0.788515 0.02 0.08 -0.01
C 5.443165 -3.031099 -2.775848 -0.07 0.08 -0.01
C 4.167719 -0.777149 -1.234381 0.16 0.02 -0.05
C 5.271503 0.072377 -1.359515 -0.02 0.11 -0.03
C 5.118798 1.438368 -1.531201 -0.05 -0.07 0.02
C 3.829799 1.940731 -1.572130 0.16 0.09 -0.04
N 2.753935 1.176533 -1.440631 0.04 0.10 -0.12
C 2.927610 -0.126650 -1.278641 -0.15 -0.41 0.10
S 1.436780 -1.116435 -1.188936 -0.17 0.11 -0.06
H 6.309655 -3.763824 0.296374 0.00 -0.07 0.00
H 5.446843 -2.533335 1.214145 0.00 0.01 0.04
H 6.753747 -2.074657 0.127841 0.06 0.05 -0.02
H 3.765139 -4.844746 -0.780724 0.02 -0.07 0.01
H 2.519634 -3.856525 -1.546340 -0.05 0.00 -0.05
H 2.836547 -3.705485 0.185409 -0.04 0.02 0.07
H 5.891324 -4.024214 -2.758955 0.01 -0.07 0.03
H 6.223192 -2.318302 -3.042978 0.05 0.03 -0.01
H 4.695972 -3.016302 -3.570853 -0.02 0.00 -0.04
H 6.272356 -0.339980 -1.335593 0.06 -0.02 0.00
H 5.970356 2.093911 -1.636075 0.04 0.02 -0.01
H 3.648241 2.999671 -1.714429 0.00 0.05 -0.01
N 0.131527 1.348154 -2.909871 -0.04 -0.03 0.05
C 0.370550 2.506655 -3.538867 0.07 -0.05 0.03
C 0.276184 3.505286 -2.596204 -0.03 -0.04 -0.02
C -0.019612 2.842201 -1.403114 0.07 -0.09 0.05
N -0.089831 1.531314 -1.601972 -0.17 0.22 -0.19
H 0.209144 0.406071 -3.260220 0.01 0.02 -0.02
H 0.593412 2.530411 -4.590269 -0.01 0.02 -0.05
H 0.396448 4.560675 -2.750879 -0.01 0.06 0.00
H -0.183767 3.246986 -0.419754 -0.02 0.05 0.04
```
Positions in Å, forces in eV/Å.

**Relative energy (zero: lowest compared OMol25 entry of this formula, charge and spin)**: 10.7 kcal per mole
**LUMO energy (alpha / beta)**: -4.70 / -4.39 eV
**Orbital gap (alpha / beta)**: 5.71 / 6.27 eV
**2S+1**: 2
**Total charge**: +1